Computed, not measured: 2 unconnected molecules or ions with the total composition C5H13O2, with wB97M-V/def2-TZVPD.

Summary:
* relative energy (zero: lowest compared OMol25 entry of this formula, charge and spin): 0.0 kcal/mol
* max |F|: 0.9 eV/A
* HOMO: -3.25 eV
* charge: -1
* Kohn-Sham gap: 7.29 eV

XYZ file:
```
20
Properties=species:S:1:pos:R:3:forces:R:3:lowdin_charge:R:1
C -1.18722 0.75575 -1.10064 0.0 -0.8 -0.4 -0.447
O -1.82084 -0.46631 -1.04117 0.1 0.4 0.3 -0.333
C -0.07004 0.93230 -0.03953 -0.3 -0.3 -0.1 -0.206
C 0.72529 -0.34271 0.20673 -0.3 -0.1 0.6 -0.472
C 1.72435 -0.11425 1.33877 0.0 -0.3 0.0 -0.103
C 1.38378 -0.81400 -1.06573 0.0 0.0 0.0 -0.094
H -0.74112 0.90763 -2.11365 0.0 0.2 0.1 0.082
H -1.89705 1.58162 -0.94439 -0.1 0.4 -0.1 0.080
H -0.56160 1.19637 0.89828 0.1 0.2 0.1 0.095
H 0.61651 1.72637 -0.35343 0.0 0.2 0.1 0.100
H -0.02140 -1.08578 0.52458 0.3 0.1 -0.1 0.131
H 2.31060 -1.00906 1.57888 0.0 -0.1 -0.2 0.060
H 2.44460 0.66433 1.04925 -0.2 0.1 0.3 0.069
H 1.17414 0.13926 2.25209 0.2 0.3 -0.1 0.071
H 1.94682 0.02021 -1.49334 0.4 -0.1 -0.1 0.074
H 0.58635 -1.05145 -1.75661 -0.1 -0.3 -0.3 0.063
H 2.02009 -1.69397 -0.90245 0.0 0.2 -0.1 0.070
H -3.60444 -0.27696 1.27815 0.3 -0.1 0.0 -0.015
H -2.34640 -0.51136 0.34337 0.1 -0.3 -0.2 -0.032
O -2.68241 -0.55799 1.34084 -0.4 0.2 0.1 -0.193
```
Positions in Å, forces in eV/Å.